No. 1
Here is 14 unconnected molecules or ions with the total composition C68H159N5O14 in a non-equilibrium geometry from OMol25. Energies are from the ωB97M-V functional and the def2-TZVPD basis.

Geometry (Å):
C -3.29272 5.29017 1.22666
O -4.26930 4.30602 1.43677
H -2.80807 5.23001 0.25250
H -3.75886 6.29149 1.24044
H -2.58777 5.17483 2.04995
H -4.73135 4.25941 0.56534
C -5.83484 1.39972 2.98914
O -5.47798 0.08512 2.57252
H -5.00154 2.08419 2.81321
H -6.66746 1.77617 2.31471
H -6.09511 1.40624 4.04680
H -5.00343 0.21544 1.75646
C -3.53953 4.68627 -5.08980
C -4.42523 4.15928 -3.95355
C -5.55033 5.27349 -3.71066
C -6.60464 4.74274 -2.70384
C -7.34106 3.65864 -3.55745
C -6.29238 2.44071 -3.84037
N -5.13342 2.99360 -4.53275
O -4.15296 1.93400 -4.64043
C -5.98185 1.74526 -2.53019
C -7.01151 1.46959 -4.79462
C -3.66222 4.02357 -2.68438
H -4.00609 4.46451 -6.04425
H -2.52652 4.16782 -5.09703
H -3.44703 5.78032 -4.98564
H -5.04406 6.13288 -3.34914
H -6.02665 5.57575 -4.61506
H -7.31278 5.56422 -2.39424
H -6.13709 4.31368 -1.82609
H -7.67068 4.09936 -4.54525
H -8.21163 3.07965 -3.19626
H -5.74908 2.49901 -1.72961
H -6.87389 1.16631 -2.26773
H -5.07073 1.17542 -2.65410
H -6.30689 0.63829 -4.97844
H -7.87743 1.10192 -4.25871
H -7.34812 1.92648 -5.73629
H -3.09653 4.92230 -2.46758
H -2.93126 3.26602 -2.86211
H -4.30545 3.67933 -1.85969
H -3.67581 2.02341 -5.48085
C 6.89465 -6.42218 1.71529
C 5.34644 -6.09983 1.87075
C 5.07691 -5.38518 3.20541
C 5.49492 -3.95113 3.26010
C 4.79143 -3.18411 2.17703
C 5.12549 -3.79844 0.78185
N 4.80836 -5.19595 0.84198
O 4.82656 -5.75534 -0.47278
C 4.14082 -3.14574 -0.16109
C 6.53615 -3.39557 0.32812
C 4.54851 -7.38711 1.82085
H 7.54294 -5.62094 2.00786
H 6.96836 -6.75016 0.66145
H 7.10574 -7.29457 2.37713
H 3.93628 -5.45995 3.36518
H 5.54925 -6.05223 3.93932
H 6.55569 -3.69493 3.26387
H 5.13825 -3.53579 4.21556
H 5.07157 -2.10265 2.08430
H 3.73043 -3.29626 2.25382
H 4.32635 -2.10232 -0.17472
H 4.21902 -3.53409 -1.15940
H 3.14753 -3.30021 0.22963
H 7.30400 -3.85781 0.94591
H 6.76622 -3.79534 -0.65540
H 6.53982 -2.33241 0.34068
H 4.39066 -7.72013 0.74703
H 3.63634 -7.22388 2.31795
H 5.10955 -8.25475 2.26172
H 5.72227 -5.71678 -0.84333
C 3.61809 -0.11668 4.09129
C 3.65817 1.35147 3.98695
C 3.78299 1.68455 2.44892
C 3.49667 3.19435 2.20001
C 2.16768 3.50042 2.83155
C 2.02363 3.18177 4.35769
N 2.33146 1.73014 4.53750
O 2.32408 1.43581 5.96902
C 2.80821 4.17054 5.26780
C 0.54374 3.28587 4.72089
C 4.95729 1.89189 4.74408
H 4.48630 -0.64905 3.65519
H 2.76394 -0.52425 3.56735
H 3.60684 -0.46915 5.11998
H 4.73469 1.38894 2.02057
H 2.93368 1.11980 1.95472
H 3.39829 3.43387 1.15294
H 4.24548 3.87994 2.63281
H 1.31394 2.93972 2.30116
H 1.93203 4.59768 2.62871
H 2.18034 5.06479 5.43845
H 2.94736 3.75387 6.26877
H 3.72346 4.43699 4.78840
H 0.18731 4.27802 4.66599
H 0.07582 2.62110 4.03312
H 0.36163 3.02098 5.73293
H 5.80259 1.21228 4.47677
H 4.76832 1.89477 5.81778
H 5.30164 2.84729 4.33051
H 1.50127 0.92453 6.13502
C 1.23731 6.63539 -0.52239
C 1.23704 5.33639 -1.24278
C 0.27525 5.47248 -2.43980
C 0.90571 6.22568 -3.63913
C 2.15324 5.52792 -4.02402
C 3.22041 5.59252 -2.89431
N 2.55280 4.99756 -1.71770
O 3.48539 4.86334 -0.62256
C 4.37734 4.68624 -3.42446
C 3.87670 6.97430 -2.58395
C 0.73453 4.15598 -0.34820
H 1.99770 6.71167 0.25378
H 0.24426 6.84618 -0.03859
H 1.45605 7.43966 -1.22955
H -0.06227 4.50274 -2.73730
H -0.59143 5.98157 -2.11981
H 1.12827 7.25050 -3.42675
H 0.13051 6.20799 -4.37834
H 2.50988 5.91809 -4.96997
H 1.99516 4.46000 -4.18484
H 5.21266 4.76250 -2.76584
H 4.02354 3.66316 -3.62896
H 4.61343 5.04553 -4.45143
H 3.19644 7.79836 -2.42574
H 4.68688 6.86170 -1.84899
H 4.33757 7.17992 -3.58408
H 1.45222 3.96544 0.38628
H 0.62684 3.34220 -0.99037
H -0.29353 4.36311 -0.09301
H 3.84111 5.73102 -0.41112
C -2.26742 -2.90432 1.00465
C -1.73348 -1.58704 1.45888
C -0.23752 -1.58208 1.29294
C 0.42154 -0.24164 1.61563
C -0.23916 0.78043 0.69311
C -1.81110 0.80402 0.67419
N -2.25720 -0.55588 0.52051
O -3.65853 -0.64388 0.51436
C -2.31744 1.46143 1.92691
C -2.20052 1.59050 -0.58681
C -2.16032 -1.46036 2.89176
H -3.35984 -2.97496 1.12382
H -1.82526 -3.71823 1.58219
H -2.09753 -3.12044 -0.03134
H 0.18996 -2.37709 1.88116
H 0.11812 -1.86588 0.32465
H 1.50988 -0.34829 1.34748
H 0.40819 0.02414 2.66802
H 0.05603 0.47461 -0.27937
H 0.03242 1.84745 0.88755
H -3.32351 1.12565 2.28164
H -1.57942 1.36460 2.75835
H -2.53531 2.55032 1.73154
H -1.78634 1.10125 -1.47297
H -3.27315 1.64642 -0.78034
H -1.91283 2.65294 -0.49805
H -3.19877 -1.16515 2.88347
H -1.60261 -0.72843 3.39444
H -2.00075 -2.42758 3.40136
H -3.87572 -0.90073 -0.41568
C -2.67092 -8.10983 -0.32586
C -2.75270 -8.17212 1.21398
C -3.37686 -6.93074 1.79510
O -3.62594 -9.30287 1.45231
H -2.01548 -8.86708 -0.73219
H -2.33835 -7.15301 -0.77892
H -3.67027 -8.29489 -0.73579
H -1.75805 -8.45257 1.60202
H -2.66477 -6.11909 1.56716
H -3.30617 -7.03604 2.86544
H -4.42810 -6.71479 1.47599
H -3.10455 -9.91752 1.98346
C -1.24692 1.05025 8.01377
C -1.52350 0.29087 6.64964
C -2.49154 1.01693 5.77061
O -0.27313 0.29649 5.97557
H -0.55258 1.91704 7.75252
H -0.82243 0.41626 8.81013
H -2.17822 1.46191 8.35523
H -1.87874 -0.70485 6.88010
H -1.96334 1.86989 5.37101
H -3.38176 1.40488 6.26139
H -2.80517 0.46059 4.88619
H -0.27807 -0.45228 5.34078
C 1.65430 -4.51943 -3.94913
C 2.10783 -5.88953 -3.47525
C 3.59655 -6.11527 -3.68678
O 1.77739 -6.13729 -2.06633
H 1.80311 -4.34181 -5.00281
H 2.21843 -3.75909 -3.43102
H 0.58379 -4.35166 -3.80551
H 1.50888 -6.58826 -3.99733
H 3.82776 -6.32685 -4.78382
H 3.94755 -7.03892 -3.08804
H 4.29358 -5.29341 -3.41220
H 2.59239 -6.17186 -1.55096
C 2.23282 -0.21479 -2.01681
C 2.61114 1.18469 -1.58034
C 4.04354 1.32145 -1.24841
O 2.26702 2.05976 -2.69785
H 2.89086 -0.65276 -2.75727
H 1.21972 -0.12150 -2.46805
H 2.15172 -0.83526 -1.12467
H 1.99396 1.47745 -0.70394
H 4.63017 1.04153 -2.12306
H 4.43503 0.77915 -0.39704
H 4.18916 2.39554 -1.05979
H 2.43333 3.01477 -2.47555
C 0.76544 -6.97669 1.21677
C 0.65721 -5.58148 1.78604
C -0.19933 -5.56512 3.04273
O 1.91315 -4.99867 2.19200
H -0.10913 -7.12609 0.68337
H 0.91615 -7.68519 2.02349
H 1.57649 -7.00722 0.48040
H 0.21884 -4.81524 1.01886
H -1.22496 -5.91767 2.91506
H -0.17034 -4.60623 3.55699
H 0.32261 -6.18984 3.75788
H 2.63941 -5.27352 1.55109
C 0.48327 1.20247 -6.29566
C -0.90075 1.03308 -5.68364
C -0.96691 1.24246 -4.15368
O -1.85597 1.93038 -6.24039
H 0.45850 1.42125 -7.35463
H 1.21396 0.32064 -6.16747
H 1.10857 1.99539 -5.81675
H -1.23807 -0.01856 -5.87085
H -0.55162 2.19759 -3.80080
H -0.34782 0.45870 -3.64192
H -1.99925 1.12961 -3.85581
H -1.45926 2.58773 -6.77445
C -4.17748 -3.01340 -3.40623
C -4.72553 -1.72914 -2.89289
C -5.83371 -1.90378 -1.92945
O -3.74150 -0.98681 -2.10857
H -4.92259 -3.60697 -3.97809
H -3.85949 -3.74662 -2.65746
H -3.24356 -2.91920 -4.05304
H -5.12235 -1.07309 -3.69035
H -6.25713 -0.95310 -1.69487
H -5.41617 -2.26681 -0.97596
H -6.56807 -2.57497 -2.32086
H -2.81467 -1.11803 -2.39998

## Properties
Net charge = 0
Frontier orbital gap = 8.49 eV

No. 2
Here is a single C5H8N2 molecule in a non-equilibrium geometry from OMol25. Energies are from the ωB97M-V functional and the def2-TZVPD basis.

Geometry (Å):
C 0.27521 1.84516 0.12431
C -0.21011 0.48944 -0.33900
C 0.69693 -0.69939 -0.41177
C 2.08869 -0.31660 -0.52464
N 3.08174 0.12309 -0.92801
N -0.20135 -0.49552 0.71536
C -1.33057 -1.41775 0.78213
H 0.98466 1.69685 0.94400
H 0.74998 2.44491 -0.65980
H -0.56992 2.41270 0.53301
H -0.98170 0.46051 -1.10002
H 0.43262 -1.54533 -1.04836
H -1.63939 -1.83863 -0.19217
H -2.19084 -0.87957 1.19583
H -1.06720 -2.23683 1.45689

## Properties
Relative energy (zero: lowest compared OMol25 entry of this formula, charge and spin) = 44.32 kcal per mole
Net charge = 0
SMILES string = C[C@H]1[C@@H](C#N)N1C
Frontier orbital gap = 10.70 eV

No. 3
Here is a molecular structure, C21H41AsBrFeO4Se2Si3 in a non-equilibrium geometry from OMol25. Energies are from the ωB97M-V functional and the def2-TZVPD basis.

Geometry (Å):
Fe 0.69304 -0.78862 0.91167
O 1.80883 -3.02421 1.52581
C 3.12726 -2.82057 2.01553
C 3.44033 -1.33817 2.22828
C 4.82850 -1.29670 2.91486
O 5.90885 -1.80028 2.14223
C 3.61264 -0.52429 0.91243
Se 2.53616 -0.98760 -0.70662
C 2.52313 -0.64305 3.27185
Se 0.53340 -0.80313 3.27574
H 1.62975 -3.96263 1.42379
H 3.84936 -3.23392 1.30091
H 3.24458 -3.33619 2.97618
H 4.76528 -1.82284 3.87283
H 5.07641 -0.25557 3.12403
H 5.79461 -2.74750 2.02221
H 4.64046 -0.64158 0.57853
H 3.44093 0.52918 1.12518
H 2.73374 0.42526 3.23061
H 2.81227 -0.99323 4.26338
C -3.42135 -3.25845 1.02714
Si -3.41678 -1.44653 0.61409
C -3.43332 -0.41232 2.15626
C -4.86060 -1.03445 -0.47948
As -1.34503 -0.96696 -0.41418
Si -1.55660 1.24696 -1.15141
C -2.82204 1.55785 -2.48934
C 0.06729 1.66898 -2.08143
C -1.87885 2.37794 0.27739
Si -1.23182 -2.35106 -2.32853
C -0.70034 -3.98430 -1.62103
C -2.85016 -2.51712 -3.23559
C 0.05101 -1.75434 -3.52881
H -4.20628 -3.46026 1.76091
H -2.46785 -3.57025 1.45824
H -3.61939 -3.87113 0.14488
H -4.13326 -0.83360 2.88294
H -3.74000 0.61409 1.94636
H -2.44512 -0.37759 2.62076
H -5.77596 -1.38461 0.00777
H -4.78997 -1.51906 -1.45293
H -4.95583 0.04084 -0.64142
H -2.92664 0.73477 -3.19557
H -2.53856 2.45184 -3.05312
H -3.80083 1.74737 -2.04567
H 0.20843 1.01570 -2.94239
H 1.76883 0.69245 -1.17433
H -0.00827 2.69465 -2.44833
H -2.95560 2.47600 0.43461
H -1.47301 3.37092 0.06564
H -1.41479 2.01525 1.19523
H -1.44284 -4.38923 -0.93190
H 0.23829 -3.85324 -1.07526
H -0.53366 -4.71448 -2.41781
H -3.55291 -3.16522 -2.70865
H -2.64633 -2.96669 -4.21201
H -3.33760 -1.55713 -3.40613
H 0.99755 -1.49068 -3.05541
H -0.29669 -0.90528 -4.12106
H 0.24423 -2.57685 -4.22480
Br 0.89308 6.58270 2.92313
C 1.23474 5.68882 1.28540
C 1.56263 6.45288 0.16744
C 1.81944 5.78243 -1.02994
C 1.74520 4.40949 -1.11796
C 1.39596 3.64053 0.02447
C 1.14736 4.31911 1.25142
C 1.26094 2.24926 0.01316
O 1.36858 1.65259 -1.36862
O 0.98732 1.39495 0.87694
H 1.62063 7.52901 0.23333
H 2.09406 6.35565 -1.90682
H 1.98573 3.91549 -2.04887
H 0.88745 3.74797 2.13186

## Properties
Relative energy (zero: lowest compared OMol25 entry of this formula, charge and spin) = 65.59 kcal per mole
Spin multiplicity = 6
Net charge = 0
Frontier orbital gap (alpha / beta) = 6.09 / 7.53 eV

No. 4
Here is a molecular structure, C33H45AuN5O in a non-equilibrium geometry from OMol25. Energies are from the ωB97M-V functional and the def2-TZVPD basis.

Geometry (Å):
Au 0.43528 -0.30531 0.06802
N 0.05824 -2.41178 1.53071
N 0.64433 -2.98203 -1.39019
C 2.45200 1.62559 -0.51853
C 3.41963 0.63679 -0.20564
C 3.10586 0.06156 1.03910
C 3.93078 -0.87980 1.82932
H 4.71206 -1.36131 1.22284
H 3.31157 -1.64835 2.31985
H 4.45064 -0.35316 2.64588
C 1.87896 0.64827 1.52046
C 1.43551 0.60317 2.92810
H 2.02799 1.27460 3.57320
H 1.56596 -0.41409 3.32574
H 0.37753 0.88672 3.00654
C 1.45638 1.64509 0.52856
C 0.48010 2.72840 0.79481
H -0.38956 2.31722 1.32058
H 0.12750 3.18376 -0.13994
H 0.89517 3.54248 1.40929
C 4.60994 0.27520 -1.01976
H 5.49942 0.15295 -0.38500
H 4.83360 1.04663 -1.76559
H 4.45982 -0.67940 -1.54836
C 2.41203 2.51491 -1.69741
H 1.46655 2.36034 -2.24721
H 3.24566 2.32425 -2.38778
H 2.45207 3.58012 -1.41177
C -0.66998 -2.35611 2.64791
H -0.39403 -1.55832 3.34118
C -1.72165 -3.24490 2.90553
H -2.32290 -3.07536 3.79831
C -1.96258 -4.29533 2.00063
H -2.82503 -4.95360 2.13015
C -1.07528 -4.47972 0.95513
H -1.17049 -5.28134 0.21431
C 0.00296 -3.54624 0.79571
C 0.89744 -3.70557 -0.27873
H 1.80338 -4.34157 -0.28888
C 0.18579 -1.65215 -1.45226
C 0.63604 -3.55335 -2.66732
H 0.84269 -4.59997 -2.79658
C 0.36892 -2.56807 -3.51083
H 0.33457 -2.57266 -4.57855
N 0.29793 -1.36644 -2.78759
C 0.42029 -0.07824 -3.40056
C 1.52626 0.12851 -4.25895
C 1.53488 1.27501 -5.06397
H 2.37125 1.42589 -5.75019
C 0.50860 2.22599 -5.00426
C 0.55371 3.43796 -5.88530
H 0.54034 4.35578 -5.28773
H -0.31189 3.45313 -6.55531
H 1.46472 3.43420 -6.48818
C -0.54230 2.02134 -4.10876
H -1.33744 2.76612 -4.05663
C -0.61734 0.87070 -3.30223
C -1.79472 0.62820 -2.42421
H -2.38571 -0.24182 -2.72926
H -2.44749 1.50407 -2.45762
H -1.47852 0.48460 -1.37764
C 2.71740 -0.77788 -4.28931
H 2.46501 -1.81485 -4.55108
H 3.25069 -0.76698 -3.32290
H 3.41233 -0.39606 -5.05506
C -3.64649 0.34139 1.00554
N -3.87677 0.54979 2.41918
C -5.12813 0.01834 2.95095
C -2.71032 0.59777 3.15477
O -1.61557 0.49270 2.56581
N -2.81380 0.74941 4.52369
C -3.82444 1.61183 5.11063
C -1.59914 0.64265 5.31146
H -4.61014 0.36902 0.48726
H -3.14946 -0.62222 0.81159
H -2.99191 1.13123 0.62552
H -4.95472 -0.65746 3.80094
H -5.79245 0.82996 3.27633
H -5.62050 -0.54046 2.14501
H -4.50041 1.02139 5.74442
H -3.32792 2.36096 5.74302
H -4.39595 2.11915 4.32911
H -0.99021 -0.19589 4.96269
H -0.99413 1.56180 5.27635
H -1.89047 0.46086 6.35097

## Properties
Relative energy (zero: lowest compared OMol25 entry of this formula, charge and spin) = 10.39 kcal per mole
Spin multiplicity = 3
Net charge = -1
Frontier orbital gap (alpha / beta) = 2.94 / 5.10 eV

Which of these has the lowest net charge? C33H45AuN5O

Which of these has the lowest net charge? C33H45AuN5O

Which formula does entry 2 have? C5H8N2